Record 1
C19H14Co2NO6S | the ωB97M-V functional and the def2-TZVPD basis

```
! wB97M-V def2-TZVPD RIJCOSX def2/J DEFGRID3
* xyz -1 1
C 2.159 3.969 2.445
S 1.998 2.453 1.422
C 2.923 1.290 2.509
C 0.422 1.862 1.753
C -0.672 2.093 0.946
N -1.688 2.290 0.372
H 1.303 4.603 2.197
H 2.170 3.715 3.509
H 3.092 4.469 2.157
H 2.478 0.296 2.402
H 3.953 1.285 2.140
H 2.887 1.635 3.547
H 0.250 1.566 2.794
O -2.058 -2.314 -2.464
C -1.260 -2.425 -1.631
Co 0.065 -2.805 -0.466
C -0.482 -4.507 -0.023
O -0.662 -5.650 0.022
C 1.363 -3.329 -1.564
O 2.148 -3.674 -2.339
C 0.385 -1.733 0.977
C 0.553 -1.073 -0.219
C 0.889 0.080 -0.843
C 0.065 0.567 -1.935
C 0.592 1.172 -3.098
C -0.255 1.633 -4.099
C -1.651 1.602 -3.924
C -2.187 1.036 -2.764
C -1.337 0.452 -1.829
Co -1.391 -2.345 1.432
C -1.456 -1.162 2.670
O -1.515 -0.354 3.496
C -1.816 -3.844 2.251
O -2.159 -4.781 2.832
C -2.803 -1.817 0.532
O -3.798 -1.463 0.055
H 1.146 -1.729 1.770
H 1.859 0.541 -0.646
H 1.677 1.285 -3.173
H 0.156 2.049 -5.023
H -2.322 1.992 -4.698
H -3.265 1.046 -2.572
H -1.754 0.021 -0.920
*
```

Values from the calculation:
- gap between HOMO and LUMO (Eh) = 0.1970
- total energy (eV) = -119790.0019

Löwdin atomic charge list, values in e, 5 entries: C -0.28; S 0.98; C -0.24; C -0.48; C -0.38

=====

Record 2
C29H44BrCaIN8OSSi | the ωB97M-V functional and the def2-TZVPD basis

```
! wB97M-V def2-TZVPD RIJCOSX def2/J DEFGRID3
* xyz 0 1
Ca -0.608 0.988 -0.275
O 3.996 2.355 4.705
C 3.001 2.002 3.839
C 3.058 0.919 2.969
C 2.026 0.739 2.077
N 1.021 1.642 1.924
C 0.888 2.609 2.829
Br -0.590 3.749 2.717
C 1.907 2.887 3.745
H 4.850 1.901 4.512
H 3.939 0.230 2.898
H 2.000 -0.140 1.438
H 1.812 3.695 4.447
C -4.189 -1.129 3.966
Si -5.208 -1.671 2.506
C -6.845 -0.753 2.562
C -5.668 -3.482 2.631
C -4.316 -1.321 0.833
C -4.921 -1.793 -0.321
C -4.537 -1.312 -1.611
C -3.433 -0.474 -1.703
N -2.745 -0.091 -0.613
C -3.169 -0.425 0.659
S -2.249 0.235 1.937
H -4.673 -1.572 4.839
H -4.225 -0.048 4.081
H -3.144 -1.392 3.954
H -7.525 -1.164 3.314
H -7.352 -0.789 1.589
H -6.647 0.319 2.788
H -5.842 -3.706 3.684
H -4.952 -4.223 2.274
H -6.618 -3.658 2.101
H -5.683 -2.599 -0.248
H -5.013 -1.657 -2.516
H -2.999 -0.148 -2.661
C -0.058 -2.192 -3.389
N -0.038 -2.924 -2.118
C 0.047 -4.370 -2.197
C 0.220 -2.293 -0.952
N 0.750 -1.000 -0.906
C 1.884 -0.726 -1.675
C 2.777 -1.750 -2.126
C 3.726 -1.540 -3.095
C 3.925 -0.228 -3.611
C 3.185 0.799 -3.093
C 2.240 0.614 -1.998
N 1.725 1.705 -1.303
C 2.351 2.875 -1.185
N 1.641 4.022 -0.915
C 0.207 4.120 -1.080
C 2.303 5.142 -0.203
N 3.742 3.048 -1.312
C 4.307 4.192 -2.049
C 4.708 2.030 -0.862
N -0.156 -2.880 0.249
C 0.589 -2.466 1.450
C -1.302 -3.730 0.460
H 0.882 -2.299 -4.001
H -0.259 -1.139 -3.164
H -0.956 -2.562 -3.922
H 0.436 -4.700 -3.189
H -0.956 -4.807 -2.075
H 0.702 -4.785 -1.382
H 2.665 -2.765 -1.720
H 4.324 -2.390 -3.474
H 4.658 -0.015 -4.385
H 3.321 1.820 -3.462
H -0.092 3.534 -1.993
H -0.084 5.166 -1.242
H -0.319 3.770 -0.194
H 2.704 5.915 -0.909
H 3.142 4.813 0.431
H 1.592 5.645 0.439
H 3.528 4.662 -2.715
H 5.095 3.801 -2.698
H 4.767 4.938 -1.362
H 4.156 1.180 -0.449
H 5.331 2.442 -0.054
H 5.315 1.678 -1.688
H 1.548 -2.085 1.155
H 0.758 -3.304 2.122
H 0.040 -1.635 1.980
H -1.856 -3.945 -0.479
H -2.017 -3.208 1.123
H -1.007 -4.746 0.881
I -1.538 1.849 -3.537
*
```

Values from the calculation:
- gap between HOMO and LUMO (Eh) = 0.2565
- total energy (eV) = -160054.3122

Löwdin atomic charge list, values in e, 5 entries: Ca 1.01; O 0.06; C -0.30; C 0.00; C -0.12

=====

Record 3
C38H44CsF6N6O6S4SbSe2 | the ωB97M-V functional and the def2-TZVPD basis

```
! wB97M-V def2-TZVPD RIJCOSX def2/J DEFGRID3
* xyz -2 1
Cs 0.381 -0.386 0.203
O -1.151 -2.515 0.612
C -1.175 -3.714 0.054
C -2.358 -4.351 -0.347
C -2.332 -5.615 -0.922
C -1.130 -6.266 -1.155
C 0.048 -5.635 -0.764
C 0.062 -4.393 -0.144
C 1.391 -3.880 0.296
N 1.511 -2.869 1.049
N 2.771 -2.561 1.550
C 3.267 -1.396 1.203
O 2.873 -0.588 0.310
C 4.517 -1.024 1.977
C 5.065 0.236 1.773
C 6.208 0.627 2.461
C 6.818 -0.243 3.353
C 6.273 -1.507 3.558
C 5.129 -1.894 2.878
H -3.300 -3.849 -0.167
H -3.270 -6.087 -1.196
H -1.103 -7.247 -1.613
H 1.000 -6.131 -0.922
H 2.269 -4.444 -0.041
H 4.567 0.902 1.079
H 6.619 1.617 2.299
H 7.711 0.060 3.888
H 6.741 -2.193 4.255
H 4.681 -2.867 3.025
Se -2.634 -1.895 1.773
Se -4.344 -1.266 3.896
C -2.759 -1.158 4.956
C -2.513 -2.137 5.930
C -1.349 -2.091 6.668
C -0.437 -1.072 6.422
C -0.763 -0.148 5.445
N -1.887 -0.171 4.733
C -3.566 -0.939 0.354
C -4.700 -0.171 0.637
C -5.281 0.533 -0.398
C -4.734 0.465 -1.674
C -3.615 -0.326 -1.847
N -3.048 -1.024 -0.862
H -3.238 -2.926 6.076
H -1.142 -2.848 7.416
H 0.504 -1.001 6.951
H -0.077 0.660 5.211
H -5.083 -0.114 1.644
H -6.152 1.148 -0.202
H -5.141 1.030 -2.501
H -3.129 -0.406 -2.815
F 0.266 4.602 1.874
C 1.540 4.343 1.574
F 2.071 5.440 1.027
F 2.193 4.086 2.711
S 1.696 2.893 0.448
O 0.903 1.829 1.019
O 3.118 2.765 0.353
N 1.030 3.473 -0.884
S -0.294 2.816 -1.482
O -0.312 1.371 -1.427
O -0.666 3.492 -2.693
C -1.704 3.314 -0.384
F -1.754 4.644 -0.246
F -2.841 2.920 -0.973
F -1.659 2.766 0.824
C 5.916 1.409 -3.237
C 4.767 1.811 -2.317
C 4.500 3.311 -2.444
Sb 2.892 0.714 -2.428
C 3.590 -1.235 -3.088
C 4.030 -1.404 -4.537
C 4.629 -1.827 -2.133
C 2.185 1.594 -4.315
C 3.124 1.828 -5.496
C 0.933 0.859 -4.786
H 6.791 2.043 -3.039
H 5.663 1.535 -4.292
H 6.228 0.375 -3.102
H 5.073 1.619 -1.283
H 4.267 3.590 -3.474
H 5.392 3.879 -2.151
H 3.675 3.652 -1.820
H 2.683 -1.830 -2.960
H 4.909 -0.803 -4.779
H 3.239 -1.142 -5.240
H 4.292 -2.455 -4.721
H 5.610 -1.362 -2.254
H 4.757 -2.897 -2.340
H 4.335 -1.718 -1.092
H 1.860 2.580 -3.959
H 3.508 0.895 -5.913
H 3.983 2.449 -5.246
H 2.583 2.339 -6.306
H 1.167 -0.141 -5.159
H 0.448 1.408 -5.604
H 0.194 0.738 -3.992
S 0.090 -2.298 -3.364
C -0.985 -3.364 -3.978
N -2.163 -3.709 -3.421
C -2.798 -4.903 -3.942
C -2.418 -4.944 -5.419
S -0.737 -4.269 -5.470
H -2.280 -3.448 -2.446
H -3.879 -4.842 -3.810
H -2.429 -5.791 -3.418
H -3.086 -4.322 -6.016
H -2.428 -5.960 -5.808
*
```

Values from the calculation:
- gap between HOMO and LUMO (Eh) = 0.2164
- total energy (eV) = -258769.6678

Löwdin atomic charge list, values in e, 5 entries: Cs 1.55; O -0.64; C -0.37; C -0.07; C -0.14

=====

Record 4
CHN3O | the ωB97M-V functional and the def2-TZVPD basis

```
! wB97M-V def2-TZVPD RIJCOSX def2/J DEFGRID3
* xyz 0 3
C 0.365 -2.524 -2.379
N 0.632 -2.874 -3.422
N -0.023 -0.327 -0.487
N 0.340 -1.293 0.052
O 0.677 -1.883 1.081
H -0.202 0.690 -0.354
*
```

Values from the calculation:
- gap between HOMO and LUMO (alpha / beta) (Eh) = 0.3648 / 0.2736
- total energy (eV) = -7562.6428

Löwdin atomic charge list, values in e, 5 entries: C -0.04; N 0.03; N 0.13; N -0.27; O 0.02

=====

Record 5
C15H19CoF4N3SSi | the ωB97M-V functional and the def2-TZVPD basis

```
! wB97M-V def2-TZVPD RIJCOSX def2/J DEFGRID3
* xyz 1 5
Co 0.893 0.645 -0.675
F 1.819 -4.416 -1.541
C 2.051 -4.096 -0.243
F 2.723 -5.176 0.277
F 0.779 -4.075 0.349
C 2.824 -2.812 -0.115
C 4.001 -2.735 0.623
C 4.518 -1.465 0.873
C 3.766 -0.384 0.461
N 2.594 -0.451 -0.205
C 2.208 -1.637 -0.664
S 0.949 -1.464 -1.789
H 4.505 -3.643 0.981
H 5.522 -1.204 1.306
H 3.990 0.630 0.782
C -2.006 3.123 -1.628
Si -1.430 2.377 0.075
C 0.057 3.291 0.792
C -2.822 2.578 1.357
N -0.943 0.719 -0.216
C -1.899 -0.275 0.026
C -3.235 -0.173 -0.327
C -4.112 -1.270 -0.118
C -3.611 -2.477 0.330
C -2.269 -2.557 0.598
C -1.448 -1.468 0.656
F -0.219 -1.539 1.173
H -2.000 2.323 -2.368
H -1.236 3.845 -1.911
H -3.012 3.537 -1.547
H 0.871 3.514 0.110
H 0.470 2.658 1.591
H -0.238 4.233 1.286
H -2.699 3.567 1.792
H -2.647 1.755 2.130
H -3.831 2.498 1.031
H -3.581 0.639 -0.930
H -5.141 -1.193 -0.450
H -4.230 -3.373 0.417
H -1.879 -3.581 0.801
N 2.316 2.103 -1.228
H 2.713 2.549 -0.399
H 3.089 1.950 -1.848
H 1.830 2.931 -1.618
*
```

Values from the calculation:
- gap between HOMO and LUMO (alpha / beta) (Eh) = 0.3123 / 0.1891
- total energy (eV) = -87538.2938

Löwdin atomic charge list, values in e, 5 entries: Co 0.58; F 0.11; C -0.50; F 0.12; F 0.08

=====

Record 6
C4H6N2S2 | the ωB97M-V functional and the def2-TZVPD basis

```
! wB97M-V def2-TZVPD RIJCOSX def2/J DEFGRID3
* xyz 0 1
C -2.846 -0.125 -0.585
C -1.455 0.053 -0.039
N -0.876 1.194 -0.156
S 0.606 1.667 0.328
C 1.849 0.488 -0.291
S 1.343 -1.230 -0.457
N 0.204 -1.605 0.706
C -0.925 -1.026 0.874
H -3.075 0.820 -1.112
H -2.855 -0.910 -1.382
H -3.608 -0.389 0.145
H 2.275 0.773 -1.298
H 2.647 0.627 0.456
H -1.609 -1.374 1.653
*
```

Values from the calculation:
- SMILES string = CC1=NSCSN=C1
- gap between HOMO and LUMO (Eh) = 0.3010
- total energy (eV) = -28893.5247

Löwdin atomic charge list, values in e, 5 entries: C -0.04; C -0.42; N -0.33; S 0.83; C -0.78